ORCA calculation (ωB97M-V with the def2-TZVPD basis set) on a cluster of 3 separate species, C11H30BrNO3P in total.

```
47
Properties=species:S:1:pos:R:3:forces:R:3
Br 4.6146 -0.2456 2.0962 0.066 -0.055 -0.036
P 5.8226 -0.4291 0.2619 -0.139 0.650 -0.106
O 1.2505 1.0557 -1.3614 0.259 -0.203 0.008
O 6.5589 -1.8447 0.3506 -0.062 -0.191 0.190
O -4.7406 1.2722 -0.0058 0.142 -0.014 -0.061
N 4.5007 -1.0437 -0.8878 -0.283 0.118 0.178
C 1.8641 2.3210 0.6506 -0.138 -0.054 -0.183
C -1.1571 1.5907 -1.3163 0.067 0.110 0.013
C 4.5040 -4.2139 -0.6007 -0.187 -0.146 0.358
C -4.7561 0.6750 2.3832 -0.063 -0.072 -0.076
C -5.7562 0.3680 -0.4093 -0.093 -0.065 -0.059
C 1.7002 2.3039 -0.8598 0.032 0.202 0.023
C 3.3612 -1.9428 -0.4331 -0.198 -0.322 0.115
C -4.8423 1.7581 1.3207 0.008 0.048 0.097
C -7.1550 0.9589 -0.3788 0.041 0.076 0.108
C 3.8104 -3.1881 0.2976 0.163 -0.328 -0.191
C -0.0406 0.6456 -0.9185 -0.200 -0.068 0.011
H 2.6838 -1.3409 0.1647 0.140 0.223 0.026
H 5.2754 -3.7827 -1.2367 0.045 0.013 -0.080
H -7.4929 1.1581 0.6389 -0.020 -0.037 0.001
H -4.6999 1.1270 3.3736 0.013 0.014 0.003
H -4.0066 2.4497 1.4338 0.010 0.005 -0.042
H 4.0777 -0.1772 -1.2336 -0.181 -0.011 -0.151
H 2.9048 -3.6386 0.7037 -0.067 0.025 0.047
H -1.0865 2.5468 -0.7955 -0.034 -0.018 0.032
H -5.6274 0.0192 2.3699 -0.013 0.019 0.025
H 2.3748 3.2296 0.9684 0.064 -0.047 0.010
H 0.9132 2.2726 1.1806 -0.022 0.023 -0.041
H 2.8247 -2.2326 -1.3357 0.014 0.164 -0.139
H -1.1244 1.7913 -2.3876 -0.024 -0.049 -0.015
H 7.3512 -1.7697 0.9004 0.256 -0.255 -0.049
H -2.1258 1.1556 -1.0680 -0.011 0.006 0.010
H -7.8629 0.2646 -0.8311 0.004 -0.008 -0.019
H -5.4983 0.0912 -1.4316 0.040 0.026 -0.005
H 1.0575 3.1226 -1.1959 -0.050 -0.060 -0.006
H 4.4386 -2.9641 1.1537 -0.013 0.194 0.050
H -5.7580 2.3457 1.4461 -0.012 -0.025 0.007
H -0.0396 0.4866 0.1661 0.018 0.042 0.008
H 3.7756 -4.7510 -1.2047 0.026 0.116 -0.247
H 4.9678 -1.4638 -1.6944 0.116 -0.083 0.047
H -0.2011 -0.3288 -1.3802 0.045 -0.005 -0.046
H 2.4493 1.4460 0.9276 0.124 0.009 0.252
H 4.9832 -4.9631 0.0258 0.122 -0.029 -0.034
H -3.8700 0.0575 2.2275 0.029 0.023 0.022
H -7.1831 1.8986 -0.9312 -0.008 -0.019 -0.045
H -5.7136 -0.5495 0.1887 -0.015 0.018 0.024
H 2.6729 2.4583 -1.3324 -0.008 0.039 -0.030
```
Forces are in eV/Å.

Values from the calculation:
- Energy: -3632.7275 Eh
- Charge: +1